1.
The following is a DFT calculation (ωB97M-V with the def2-TZVPD basis set) of C23H26ClF6IrN5O7S2 as an isolated structure.

The total energy is -3651.92891 Ha.

```
! RIJCOSX wB97M-V def2-TZVPD def2/J DEFGRID3
* xyz 2 6
Ir -1.03 0.06 -0.45
C -3.70 -3.44 -1.01
C -2.53 -2.61 -1.41
O -2.09 -1.75 -0.59
N -1.98 -2.77 -2.61
C -0.90 -1.92 -3.13
C -1.41 -0.56 -3.55
C -1.60 -0.25 -4.88
C -2.07 1.01 -5.23
C -2.34 1.92 -4.23
C -2.11 1.55 -2.92
N -1.66 0.34 -2.59
H -3.60 -3.70 0.04
H -3.81 -4.33 -1.62
H -4.59 -2.82 -1.11
H -2.39 -3.45 -3.23
H -0.47 -2.44 -3.98
H -0.13 -1.82 -2.37
H -1.38 -0.99 -5.65
H -2.22 1.26 -6.27
H -2.70 2.91 -4.46
H -2.29 2.24 -2.10
F -2.63 4.15 2.88
C -2.32 3.88 1.63
F -3.32 4.18 0.83
F -1.23 4.53 1.27
S -1.94 2.05 1.46
O -2.51 1.60 0.15
O -0.50 1.90 1.46
N -2.63 1.42 2.70
S -2.57 -0.16 2.83
O -1.70 -0.76 1.81
O -2.38 -0.58 4.17
C -4.28 -0.68 2.32
F -4.51 -1.90 2.79
F -4.35 -0.71 0.99
F -5.18 0.16 2.78
Cl 6.50 3.96 -0.21
C 4.89 3.40 -0.46
C 4.68 2.09 -0.87
C 3.38 1.64 -1.05
C 2.31 2.50 -0.84
C 2.54 3.82 -0.44
C 3.83 4.27 -0.24
C 0.91 2.06 -1.03
O -0.04 2.78 -1.23
O 0.75 0.71 -0.93
H 5.53 1.45 -1.06
H 3.21 0.64 -1.41
H 1.69 4.48 -0.29
H 4.02 5.29 0.07
C 2.69 -1.78 0.64
C 3.70 -2.33 1.79
N 3.02 -2.15 3.03
C 2.70 -0.79 3.28
C 1.56 -0.40 2.18
N 1.44 -1.50 1.28
C 0.90 -2.66 1.93
C 1.90 -3.02 3.16
H 2.58 -2.55 -0.12
H 3.10 -0.87 0.21
H 4.62 -1.76 1.75
H 3.91 -3.39 1.62
H 3.57 -0.16 3.14
H 2.29 -0.65 4.27
H 1.87 0.51 1.66
H 0.62 -0.22 2.69
H 0.88 -3.50 1.24
H -0.09 -2.46 2.33
H 2.20 -4.06 3.09
H 1.39 -2.83 4.10
*
```

---

2.
The following is a DFT calculation (ωB97M-V with the def2-TZVPD basis set) of C23H26F3N5S3Sr as an isolated structure in a non-equilibrium geometry.

The total energy is -2690.48277 Ha.

```
! RIJCOSX wB97M-V def2-TZVPD def2/J DEFGRID3
* xyz -2 1
Sr -0.19 -0.25 0.21
N -1.96 -1.52 0.30
C -1.06 -2.35 1.10
C 0.43 -2.44 0.84
N 1.28 -1.31 1.12
C 0.79 -0.80 2.38
C -0.50 -0.03 2.37
N -0.27 1.35 1.97
C 2.66 -1.73 1.21
C 3.62 -0.55 1.26
N 3.24 0.46 0.28
H -2.65 -1.17 1.00
H -2.50 -2.13 -0.30
H -1.37 -3.39 1.02
H -1.18 -2.18 2.17
H 0.65 -2.86 -0.15
H 0.70 -3.24 1.55
H 1.54 -0.17 2.86
H 0.67 -1.65 3.08
H -0.89 -0.12 3.39
H -1.21 -0.47 1.73
H 0.41 1.73 2.62
H -1.14 1.84 2.17
H 2.88 -2.33 0.32
H 2.82 -2.36 2.10
H 4.63 -0.96 1.12
H 3.60 -0.09 2.25
H 2.91 0.07 -0.60
H 3.97 1.12 0.11
S -1.94 -0.66 5.80
C -2.15 -1.79 4.54
S -3.35 -1.49 3.32
S -1.06 -3.11 4.38
F 4.36 4.40 -7.19
C 4.28 3.08 -7.45
F 3.73 2.97 -8.69
F 5.57 2.66 -7.61
C 3.54 2.32 -6.42
C 3.07 2.93 -5.26
C 2.39 2.20 -4.31
C 2.17 0.81 -4.50
C 2.61 0.22 -5.69
C 3.30 0.96 -6.63
C 1.50 0.12 -3.45
C 0.91 -0.22 -2.42
H 3.22 4.00 -5.12
H 1.98 2.63 -3.41
H 2.41 -0.82 -5.86
H 3.64 0.51 -7.55
N -0.30 7.48 -3.56
C -0.30 6.41 -3.13
C -0.31 5.08 -2.60
C -1.21 4.13 -3.08
C -1.26 2.87 -2.50
C -0.44 2.47 -1.42
C 0.50 3.45 -1.03
C 0.58 4.72 -1.58
H -1.86 4.39 -3.90
H -1.96 2.14 -2.90
H 1.22 3.17 -0.25
H 1.30 5.45 -1.23
*
```

---

3.
The following is a DFT calculation (ωB97M-V with the def2-TZVPD basis set) of C23H26FN3O4S in the gas phase in a non-equilibrium geometry.

The total energy is -1855.37769 Ha. Its SMILES is CC(=O)N1c2ccc(S(=O)(=O)N3CCC[C@H](C(=O)Nc4cccc(F)c4)C3)cc2C[C@@H]1C.

```
! RIJCOSX wB97M-V def2-TZVPD def2/J DEFGRID3
* xyz 0 1
C -5.85 -1.06 -0.96
C -5.58 0.40 -0.75
O -6.39 1.26 -1.06
N -4.37 0.77 -0.22
C -3.28 0.03 0.22
C -3.19 -1.30 0.60
C -1.97 -1.79 1.03
C -0.86 -0.96 1.08
C -0.94 0.38 0.73
C -2.15 0.87 0.30
C -2.52 2.25 -0.12
H -2.16 3.00 0.58
H -2.09 2.48 -1.10
C -4.05 2.20 -0.17
C -4.69 2.82 1.07
H -4.31 2.34 1.97
H -5.77 2.71 1.03
H -4.46 3.89 1.12
H -4.47 2.68 -1.06
H -0.07 1.01 0.80
S 0.68 -1.64 1.67
O 1.63 -0.57 1.82
O 0.45 -2.47 2.81
N 1.11 -2.66 0.42
C 1.12 -2.17 -0.94
H 0.57 -2.91 -1.54
C 2.49 -1.94 -1.62
C 3.02 -0.50 -1.65
O 3.52 -0.09 -2.67
N 2.91 0.21 -0.50
C 3.31 1.54 -0.29
C 3.03 2.08 0.97
C 3.39 3.38 1.23
C 4.02 4.18 0.29
C 4.30 3.63 -0.95
C 3.95 2.32 -1.25
H 4.17 1.90 -2.22
H 4.79 4.22 -1.70
H 4.29 5.20 0.53
F 3.11 3.91 2.44
H 2.55 1.49 1.73
H 2.48 -0.21 0.32
H 2.35 -2.16 -2.68
C 3.58 -2.90 -1.11
C 3.51 -3.11 0.40
C 2.12 -3.64 0.75
H 1.91 -4.56 0.20
H 2.02 -3.83 1.82
H 3.69 -2.18 0.94
H 4.27 -3.83 0.71
H 3.45 -3.87 -1.59
H 4.55 -2.51 -1.40
H 0.53 -1.25 -0.96
H -1.86 -2.81 1.35
H -4.04 -1.96 0.61
H -5.00 -1.56 -1.41
H -6.72 -1.15 -1.61
H -6.10 -1.54 -0.01
*
```

---

4.
The following is a DFT calculation (ωB97M-V with the def2-TZVPD basis set) of C23H26I2N9NaSe as an isolated structure in a non-equilibrium geometry.

The total energy is -4544.12035 Ha.

```
! RIJCOSX wB97M-V def2-TZVPD def2/J DEFGRID3
* xyz 0 1
Na -1.58 0.42 0.45
N -1.99 -2.66 1.73
C -0.92 -2.05 2.27
N -0.05 -2.81 2.94
C 1.00 -2.16 3.44
N 1.93 -2.88 4.08
N 1.20 -0.84 3.33
C 0.27 -0.18 2.66
N -0.82 -0.73 2.12
C 0.46 1.27 2.51
C 1.55 1.89 3.11
C 1.69 3.26 2.99
C 0.73 3.97 2.29
C -0.32 3.26 1.72
N -0.45 1.95 1.80
H -1.96 -3.67 1.71
H -2.40 -2.20 0.93
H 1.83 -3.87 4.14
H 2.76 -2.42 4.39
H 2.26 1.29 3.65
H 2.53 3.76 3.44
H 0.78 5.04 2.19
H -1.10 3.77 1.16
I -3.15 1.36 4.06
C -5.01 1.08 3.03
I -4.83 0.50 0.96
H -5.56 2.02 3.07
H -5.55 0.29 3.54
C 0.79 -2.01 -0.60
C -0.50 -1.96 -1.35
C -0.99 -2.92 -2.22
C -2.23 -2.46 -2.65
C -2.43 -1.23 -2.02
C -3.57 -0.31 -2.23
N -1.38 -0.93 -1.21
H 1.54 -2.55 -1.17
H 0.66 -2.53 0.35
H 1.16 -1.01 -0.37
H -0.50 -3.82 -2.53
H -2.90 -2.95 -3.33
H -3.94 -0.39 -3.25
H -3.28 0.72 -2.02
H -4.42 -0.55 -1.57
C -0.13 0.57 -3.94
N 0.75 1.13 -2.95
C 0.42 2.06 -2.03
Se -1.10 3.00 -1.91
N 1.48 2.26 -1.21
C 2.51 1.43 -1.59
C 3.79 1.25 -1.11
C 4.58 0.30 -1.75
C 4.11 -0.42 -2.84
C 2.84 -0.23 -3.34
C 2.04 0.71 -2.70
H -1.09 1.08 -3.89
H -0.29 -0.49 -3.75
H 0.31 0.70 -4.94
H 1.47 2.90 -0.44
H 4.17 1.82 -0.28
H 5.58 0.12 -1.39
H 4.75 -1.15 -3.30
H 2.48 -0.79 -4.19
*
```

---

5.
The following is a DFT calculation (ωB97M-V with the def2-TZVPD basis set) of C23H26N2 in the gas phase.

The total energy is -1001.55229 Ha. Its SMILES is c1ccc(C[C@H]2CNCCN2CCc2cccc3ccccc23)cc1.

```
! RIJCOSX wB97M-V def2-TZVPD def2/J DEFGRID3
* xyz 0 1
C -2.93 -2.72 0.83
C -2.37 -1.81 1.72
C -1.03 -1.50 1.64
C -0.21 -2.07 0.68
C -0.78 -2.97 -0.22
C -2.13 -3.30 -0.14
H -2.55 -4.00 -0.84
H -0.17 -3.43 -0.98
C 1.24 -1.72 0.60
H 1.75 -2.01 1.52
H 1.70 -2.27 -0.22
C 1.45 -0.19 0.39
N 2.15 0.17 -0.83
C 3.53 -0.28 -0.82
C 4.25 0.31 0.38
N 3.56 -0.09 1.59
H 4.05 0.25 2.41
C 2.21 0.43 1.57
H 1.71 0.17 2.50
H 2.18 1.53 1.45
H 5.28 -0.06 0.42
H 4.28 1.41 0.27
H 4.02 0.07 -1.74
H 3.62 -1.38 -0.78
C 1.43 -0.13 -2.05
H 2.16 -0.20 -2.86
H 0.89 -1.08 -2.00
C 0.43 0.99 -2.42
C -0.88 0.88 -1.69
C -1.77 -0.08 -2.10
C -3.01 -0.27 -1.48
C -3.36 0.52 -0.42
C -2.49 1.52 0.05
C -2.84 2.32 1.15
C -1.99 3.28 1.62
C -0.75 3.48 1.00
C -0.38 2.72 -0.08
C -1.23 1.71 -0.59
H 0.59 2.88 -0.52
H -0.08 4.24 1.38
H -2.27 3.89 2.47
H -3.80 2.16 1.62
H -4.31 0.39 0.07
H -3.67 -1.04 -1.85
H -1.51 -0.72 -2.94
H 0.91 1.95 -2.26
H 0.22 0.90 -3.49
H 0.47 0.28 0.34
H -0.61 -0.79 2.34
H -2.99 -1.36 2.48
H -3.98 -2.97 0.89
*
```

---

6.
The following is a DFT calculation (ωB97M-V with the def2-TZVPD basis set) of C23H26N4O4 in the gas phase in a non-equilibrium geometry.

The total energy is -1412.01901 Ha. Its SMILES is Cc1onc(-c2ccccc2)c1C(=O)c1c[nH]c(C(=O)NCCCN2CCOCC2)c1.

```
! RIJCOSX wB97M-V def2-TZVPD def2/J DEFGRID3
* xyz 0 1
C -3.90 -3.15 -1.62
C -3.30 -2.37 -0.51
C -3.14 -1.01 -0.34
C -2.49 -0.91 0.94
N -2.29 -2.11 1.43
O -2.78 -3.01 0.54
C -2.11 0.29 1.67
C -2.80 1.49 1.48
C -2.39 2.63 2.14
C -1.32 2.59 3.01
C -0.66 1.39 3.24
C -1.06 0.25 2.58
H -0.57 -0.70 2.76
H 0.17 1.35 3.93
H -1.00 3.49 3.52
H -2.93 3.56 1.98
H -3.65 1.52 0.82
C -3.49 0.05 -1.30
O -4.56 0.08 -1.87
C -2.43 1.04 -1.51
C -2.59 2.32 -2.02
N -1.39 2.92 -2.01
C -0.43 2.06 -1.55
C -1.06 0.88 -1.23
H -0.60 -0.02 -0.84
C 0.96 2.51 -1.42
O 1.26 3.69 -1.58
N 1.84 1.53 -1.14
H 1.52 0.58 -1.00
C 3.22 1.74 -0.82
C 3.53 1.39 0.65
C 2.69 0.23 1.19
N 2.51 -0.84 0.22
C 3.72 -1.60 -0.05
C 3.44 -2.60 -1.16
H 4.32 -3.22 -1.36
O 2.41 -3.49 -0.81
C 1.23 -2.78 -0.51
C 1.46 -1.78 0.62
H 0.54 -1.23 0.82
H 1.75 -2.33 1.54
H 0.49 -3.52 -0.21
H 0.87 -2.24 -1.40
H 3.17 -2.05 -2.08
H 4.51 -0.91 -0.37
H 4.06 -2.14 0.85
H 3.15 -0.14 2.12
H 1.69 0.60 1.44
H 4.60 1.17 0.73
H 3.33 2.26 1.28
H 3.45 2.79 -1.02
H 3.83 1.12 -1.48
H -1.16 3.86 -2.29
H -3.48 2.81 -2.34
H -4.59 -3.88 -1.22
H -3.12 -3.68 -2.16
H -4.42 -2.47 -2.29
*
```

---

7.
The following is a DFT calculation (ωB97M-V with the def2-TZVPD basis set) of C23H26N6O4S in the gas phase in a non-equilibrium geometry.

The total energy is -1919.68972 Ha. Its SMILES is COc1ccc(S(=O)(=O)N2CCN(CCO)CC2)cc1-c1nnc2c3ccccc3c(C)nn12.

```
! RIJCOSX wB97M-V def2-TZVPD def2/J DEFGRID3
* xyz 0 1
C 2.84 2.73 -2.88
H 3.12 3.66 -2.39
O 1.76 2.22 -2.13
C 1.20 1.05 -2.49
C 1.57 0.31 -3.61
C 0.90 -0.85 -3.95
C -0.19 -1.26 -3.21
C -0.57 -0.55 -2.10
C 0.15 0.57 -1.68
C -0.24 1.17 -0.42
N -1.45 1.04 0.09
N -1.49 1.62 1.29
C -0.30 2.11 1.54
N 0.54 1.84 0.48
N 1.85 2.12 0.45
C 2.35 2.75 1.46
C 1.59 3.16 2.61
C 2.13 3.86 3.69
C 1.35 4.20 4.77
C 0.00 3.85 4.81
C -0.57 3.16 3.77
C 0.22 2.81 2.66
H -1.61 2.87 3.77
H -0.60 4.12 5.67
H 1.78 4.75 5.60
H 3.17 4.15 3.68
C 3.82 3.03 1.37
H 4.00 4.11 1.38
H 4.34 2.58 2.20
H 4.20 2.62 0.44
H -1.43 -0.84 -1.52
S -1.10 -2.73 -3.72
O -2.29 -2.32 -4.40
O -0.15 -3.54 -4.43
N -1.55 -3.53 -2.37
C -2.88 -3.50 -1.82
C -2.90 -2.89 -0.42
N -1.91 -3.54 0.43
C -0.58 -3.45 -0.13
C -0.57 -4.13 -1.51
H 0.40 -4.03 -1.99
H -0.80 -5.19 -1.39
H 0.11 -3.98 0.54
H -0.22 -2.42 -0.24
C -2.00 -3.13 1.82
H -2.99 -3.41 2.18
C -1.81 -1.63 2.11
O -3.01 -0.94 1.88
H -2.82 -0.02 1.66
H -1.50 -1.51 3.16
H -1.00 -1.24 1.48
H -1.25 -3.70 2.37
H -3.88 -3.05 0.03
H -2.75 -1.80 -0.47
H -3.50 -2.93 -2.51
H -3.26 -4.53 -1.77
H 1.19 -1.44 -4.81
H 2.39 0.64 -4.23
H 2.54 2.94 -3.92
H 3.69 2.05 -2.88
*
```

---

8.
The following is a DFT calculation (ωB97M-V with the def2-TZVPD basis set) of C23H26N8PSV as an isolated structure in a non-equilibrium geometry.

The total energy is -3013.53651 Ha.

```
! RIJCOSX wB97M-V def2-TZVPD def2/J DEFGRID3
* xyz 1 4
V 0.28 -0.59 -0.51
C -0.73 -2.73 4.36
N 0.01 -2.43 3.17
C 1.32 -2.71 2.95
C 1.62 -2.25 1.70
N 0.52 -1.67 1.16
C -0.45 -1.79 2.07
P -2.18 -1.30 1.76
C -1.80 0.39 1.21
N -0.88 0.68 0.29
C -0.90 2.02 0.11
C -1.86 2.56 0.93
N -2.43 1.53 1.62
C -3.48 1.62 2.59
C -2.18 -2.03 0.09
N -1.22 -1.89 -0.83
C -1.54 -2.73 -1.85
C -2.72 -3.36 -1.56
N -3.12 -2.91 -0.34
C -4.33 -3.24 0.36
H -0.06 -3.16 5.10
H -1.17 -1.82 4.77
H -1.53 -3.44 4.15
H 1.94 -3.20 3.68
H 2.56 -2.28 1.17
H -0.24 2.52 -0.58
H -2.16 3.58 1.08
H -3.77 2.66 2.71
H -4.35 1.04 2.26
H -3.13 1.22 3.55
H -0.94 -2.81 -2.73
H -3.28 -4.09 -2.12
H -4.97 -3.84 -0.29
H -4.11 -3.80 1.27
H -4.86 -2.33 0.63
S 2.19 0.46 0.48
C 3.55 1.57 0.31
C 3.47 2.83 0.90
C 4.57 3.67 0.88
C 5.75 3.26 0.28
C 5.83 2.00 -0.31
C 4.74 1.16 -0.30
H 2.56 3.12 1.39
H 4.51 4.63 1.36
H 6.60 3.91 0.26
H 6.75 1.68 -0.75
H 4.80 0.17 -0.74
N 1.94 1.52 -2.45
C 0.82 1.18 -3.10
C 0.57 1.71 -4.39
C -0.60 1.41 -5.03
C -1.52 0.58 -4.38
C -1.21 0.12 -3.13
N -0.06 0.37 -2.48
H 2.65 2.07 -2.89
H 2.10 1.13 -1.51
H 1.31 2.36 -4.84
H -0.81 1.81 -6.01
H -2.45 0.32 -4.85
H -1.93 -0.47 -2.59
*
```

---

In the order shown, the computed energy above the lowest of the compared OMol25 structures with the same formula, charge and spin values come out to 0.0, 64.2, 0.0, 23.4, 10.9, 67.8, 69.8, 5.9 kcal per mole.